Molecular formula: C3H4LiO2
Method: DFT, the ωB97M-V functional and the def2-TZVPD basis

Structure (XYZ):
```
10
Properties=species:S:1:pos:R:3:lowdin_charge:R:1
O -0.617 -1.051 1.352 -0.401
C 0.356 -1.276 0.451 -0.516
C 1.193 -0.183 0.002 -0.259
O 0.679 1.032 -0.088 -0.313
C -0.656 1.313 -0.677 -0.262
Li -1.319 0.618 1.143 0.569
H 0.085 -1.916 -0.427 0.098
H 1.696 -1.316 0.807 0.125
H -0.901 0.494 -1.381 -0.017
H -0.516 2.284 -1.183 -0.024
```

net charge	-1
energy above the lowest of the compared OMol25 structures with the same formula, charge and spin	294.9	kJ/mol
HOMO	-1.85	eV
calculated total energy	-274.54791	a.u.
HOMO-LUMO gap	4.80	eV



Molecular formula: C3H4LiO2Yb
Method: DFT, the ωB97M-V functional and the def2-TZVPD basis

Structure (XYZ):
```
11
Properties=species:S:1:pos:R:3:lowdin_charge:R:1
O 0.259 0.456 0.128 -0.235
Li -1.674 0.017 -0.318 0.724
C 1.262 -0.217 -0.529 -0.201
C 1.918 -1.061 0.307 0.177
H 1.239 -0.142 -1.616 0.148
H 2.322 -0.791 1.284 0.130
H 2.519 -1.825 -0.189 0.140
Yb 0.827 3.323 -0.059 1.738
C -4.006 0.104 -0.107 0.003
O -5.123 0.155 -0.018 0.158
H 0.457 -0.019 1.117 0.219
```

net charge	+3
2S+1	3
HOMO (alpha / beta)	-18.27 / -23.61	eV
calculated total energy	-1432.08758	a.u.
HOMO-LUMO gap (alpha / beta)	4.56 / 8.83	eV



Molecular formula: C3H4LiO3
Method: DFT, the ωB97M-V functional and the def2-TZVPD basis

Structure (XYZ):
```
11
Properties=species:S:1:pos:R:3:lowdin_charge:R:1
C -0.972 0.825 0.211 -0.269
C -0.925 0.182 1.409 0.085
O -0.306 -2.226 -0.122 0.243
C 0.277 -1.484 -0.827 -0.361
O 1.132 -0.827 -1.289 0.117
O -0.042 1.778 -0.145 -0.101
Li 1.398 1.167 -1.278 0.848
H -1.850 0.803 -0.438 0.137
H -0.634 0.771 2.284 0.090
H -1.257 -0.755 1.848 0.084
H -0.440 2.651 -0.239 0.126
```

net charge	+1
energy above the lowest of the compared OMol25 structures with the same formula, charge and spin	121.3	kJ/mol
HOMO	-13.82	eV
calculated total energy	-349.72947	a.u.
HOMO-LUMO gap	9.61	eV



Molecular formula: C3H4LiO3Sm
Method: DFT, the ωB97M-V functional and the def2-TZVPD basis

Structure (XYZ):
```
12
Properties=species:S:1:pos:R:3:lowdin_charge:R:1
O -2.198 0.118 0.734 -0.044
C -1.539 1.224 0.521 -0.233
C -0.057 1.101 0.314 0.105
Li -1.518 -1.548 0.564 0.842
H -1.077 1.565 -0.711 0.296
H 0.395 0.780 1.264 0.150
H 0.480 2.018 0.039 0.159
O 0.256 -0.675 -0.323 -0.007
C 1.311 -0.958 -0.885 -0.306
Sm 3.882 -3.728 -1.356 1.929
O 1.807 -1.976 -1.364 -0.094
H -1.741 2.077 1.204 0.203
```

net charge	+3
energy above the lowest of the compared OMol25 structures with the same formula, charge and spin	117.8	kJ/mol
2S+1	7
HOMO (alpha / beta)	-19.45 / -20.51	eV
calculated total energy	-1006.53517	a.u.
HOMO-LUMO gap (alpha / beta)	7.15 / 7.47	eV